No. 1
2 unconnected molecules or ions with the total composition C12H17Cl2FN2O3PS. Source: OMol25; level of theory: the ωB97M-V functional and the def2-TZVPD basis.

Output
E_HOMO: -11.90 eV
Kohn-Sham gap: 7.503 eV
electronic energy: -2561.85427 a.u.
energy above the lowest of the compared OMol25 structures with the same formula, charge and spin: 226.2 kcal/mol
net charge: +1

Last column: Löwdin charge in e.
Positions of all 39 atoms, in Å:
C: -0.49 -0.04 0.03  -0.104
C: -0.39 -1.54 -0.64  -0.527
Cl: -0.61 -2.99 0.52  0.567
C: -0.14 -1.79 -2.12  -0.556
Cl: -0.07 -3.53 -2.75  0.531
C: 0.00 -0.44 -3.05  -0.087
C: 1.12 0.76 -3.04  0.115
N: 0.60 1.67 -4.12  -0.054
C: 1.21 3.00 -4.54  -0.083
C: 0.96 4.17 -3.38  -0.071
O: -0.30 4.58 -3.09  -0.056
C: -0.66 1.20 -4.85  -0.007
F: -1.40 1.83 -5.97  0.048
N: -0.98 -0.11 -4.15  -0.187
P: -2.41 -1.08 -4.68  0.417
S: -1.67 -2.53 -5.81  0.132
H: -1.60 0.37 -0.03  0.113
H: 0.32 0.72 -0.37  0.078
H: -0.23 -0.20 1.19  0.037
H: 2.05 0.82 -2.33  0.163
H: 2.35 2.83 -4.75  0.148
H: 0.61 3.39 -5.49  0.160
H: 1.86 4.70 -2.81  0.150
H: -3.36 -0.28 -5.42  0.006
H: -3.12 -1.66 -3.57  0.009
O: 0.22 0.00 2.76  0.026
C: 0.27 -0.58 3.84  -0.461
O: -0.41 -0.11 4.91  0.011
C: -0.54 -0.81 6.16  -0.220
C: 0.68 -0.57 7.04  -0.064
C: 1.16 -1.78 4.01  0.017
H: -0.74 -1.87 6.00  0.118
H: -1.42 -0.39 6.65  0.129
H: 1.59 -0.95 6.57  0.068
H: 0.55 -1.06 8.01  0.088
H: 0.83 0.50 7.20  0.089
H: 2.19 -1.44 4.15  0.107
H: 1.11 -2.38 3.10  0.074
H: 0.88 -2.43 4.83  0.075

---

No. 2
A gas-phase ion, C12H17Cl3N3O3S3 (charge +1). Source: OMol25; level of theory: the ωB97M-V functional and the def2-TZVPD basis.

Output
E_HOMO: -11.82 eV
Kohn-Sham gap: 6.719 eV
electronic energy: -3431.88013 a.u.
net charge: +1

Last column: Löwdin charge in e.
Positions of all 41 atoms, in Å:
C: 4.57 -0.54 -0.63  0.091
C: 3.49 -1.07 -1.18  -0.099
C: 2.11 -1.84 -1.57  -0.152
C: 0.94 -1.69 -0.45  -0.629
Cl: 1.02 -3.32 0.41  0.645
N: 1.58 -0.75 0.60  -0.323
S: 2.04 -1.82 1.94  0.720
C: 0.53 0.07 1.25  -0.359
N: 0.70 0.96 2.23  0.109
C: -0.43 1.77 2.78  -0.105
C: -0.32 1.90 4.41  -0.610
O: 0.76 2.19 5.02  0.006
Cl: -1.80 1.59 5.47  0.610
N: -0.73 -0.29 0.49  -0.344
Cl: -1.55 -1.24 1.72  0.792
C: -0.48 -1.03 -0.83  -0.416
C: -0.41 0.01 -2.10  -0.149
C: 0.63 1.22 -1.88  -0.218
C: 0.04 2.53 -1.13  -0.549
S: -1.60 3.13 -1.79  0.675
S: -1.92 -2.11 -1.33  0.721
C: -3.53 -1.18 -1.08  -0.131
O: -2.02 -3.43 -0.61  -0.385
O: -1.85 -2.41 -2.83  -0.347
H: 5.36 0.09 -0.10  0.066
H: 2.40 -2.97 -1.60  0.112
H: 1.79 -1.57 -2.64  0.124
H: 1.03 -1.65 2.89  -0.062
H: 1.66 1.10 2.62  0.190
H: -1.48 1.45 2.44  0.118
H: -0.30 2.87 2.39  0.162
H: -1.49 0.33 -2.30  0.090
H: -0.06 -0.56 -3.05  0.134
H: 1.62 0.94 -1.36  0.101
H: 0.94 1.58 -2.95  0.140
H: 0.80 3.39 -1.32  0.096
H: -0.06 2.43 0.01  0.036
H: -2.50 2.84 -0.74  -0.119
H: -4.10 -1.62 -0.18  0.088
H: -3.26 -0.07 -0.96  0.060
H: -4.14 -1.25 -2.07  0.112

---

No. 3
2 unconnected molecules or ions with the total composition C12H17Cl3NO3. Source: OMol25; level of theory: the ωB97M-V functional and the def2-TZVPD basis.

Output
E_HOMO: -12.99 eV
Kohn-Sham gap: 8.361 eV
electronic energy: -2128.28526 a.u.
energy above the lowest of the compared OMol25 structures with the same formula, charge and spin: 0.0 kcal/mol
net charge: +1

Last column: Löwdin charge in e.
Positions of all 36 atoms, in Å:
C: 2.58 -2.44 -1.16  -0.103
C: 2.80 -0.98 -0.78  -0.265
C: 1.87 -0.06 -1.57  -0.216
C: 1.92 1.40 -1.12  -0.161
C: 1.21 1.62 0.20  -0.149
O: -0.23 1.69 -0.10  0.032
C: -1.03 1.01 0.70  -0.462
O: -0.82 0.62 1.82  0.165
C: -2.36 0.76 0.03  -0.041
C: -3.07 1.84 -0.53  0.047
C: -4.26 1.58 -1.12  0.008
N: -4.75 0.32 -1.15  0.182
C: -4.09 -0.73 -0.62  -0.287
O: -4.71 -1.88 -0.77  0.175
C: -2.86 -0.52 -0.02  0.108
H: 2.39 -2.52 -2.23  0.071
H: 1.69 -2.82 -0.66  0.068
H: 3.44 -3.07 -0.91  0.072
H: 2.61 -0.88 0.29  0.057
H: 3.84 -0.71 -0.96  0.116
H: 2.15 -0.13 -2.62  0.118
H: 0.85 -0.43 -1.46  0.110
H: 1.38 2.00 -1.86  0.118
H: 2.94 1.78 -1.07  0.126
H: 1.41 0.80 0.87  0.058
H: 1.49 2.57 0.65  0.131
H: -2.67 2.84 -0.49  0.143
H: -4.86 2.35 -1.59  0.151
H: -5.65 0.14 -1.58  0.196
H: -4.34 -2.56 -0.19  0.154
H: -2.32 -1.34 0.43  0.154
C: 2.58 -0.44 3.94  -1.542
Cl: 3.12 0.92 2.94  0.563
Cl: 2.79 -1.97 3.10  0.538
Cl: 3.42 -0.45 5.48  0.556
H: 1.52 -0.30 4.13  0.009